Density functional theory data (ωB97M-V with the def2-TZVPD basis set) for a single C5H9Cl molecule.

Last column: Löwdin charge in e.
Cartesian coordinates (Å):
H: 2.621741 1.303000 -0.189686  0.034
H: -2.529879 0.468964 0.447769  0.081
H: -0.987863 -1.953048 -0.900115  0.113
H: -1.807452 -1.997711 0.815742  0.105
H: 1.536272 1.620057 1.131733  0.072
C: -0.273251 -0.266622 0.452841  -0.391
H: -0.170406 -0.212503 1.519676  0.126
C: -1.238937 -1.410622 0.058352  -0.135
Cl: 2.096279 -1.357282 0.015108  0.558
C: 0.920911 0.035295 -0.248570  -0.707
C: -1.721998 0.051961 -0.146281  -0.087
C: 1.627883 1.355714 0.100339  -0.094
H: -1.780176 0.267660 -1.270038  0.114
H: 0.570680 -0.069839 -1.303969  0.116
H: 1.136192 2.164976 -0.482908  0.096

Forces on atoms 1 to 3 (eV/Å):
H 1.90 0.00 -0.46
H 0.36 -0.11 0.06
H -0.37 0.55 1.29

Its net charge is 0. The molar mass comes out at 104.58 g/mol. As for the SMILES: C[C@@H](Cl)C1CC1. The calculation puts the HOMO energy at -10.171 eV. The value obtained for the energy above the lowest of the compared OMol25 structures with the same formula, charge and spin is 1.2017 eV.